The following is a DFT calculation (ωB97M-V/def2-TZVPD) of the molecule C4H6S.

Computed properties:
E   -554.039746 Ha
Gap between HOMO and LUMO   8.29 eV
Structure (SMILES)   S=CC1CC1
2S+1   1
E_HOMO   -0.3128 Ha
Energy relative to the best compared isomer or geometry (same formula, charge and spin)   3.603 eV

```
11
Properties=species:S:1:pos:R:3:nbo_charge:R:1
C -1.340 -0.145 -0.092 -0.18
C -0.188 0.044 0.690 -0.39
C 0.742 0.969 -0.133 -0.40
C 0.838 -0.642 -0.010 -0.37
H -1.044 -0.811 -1.126 0.19
H -0.384 0.127 1.757 0.26
H 1.649 1.568 0.221 0.25
H 0.463 1.306 -1.173 0.24
H 0.795 -1.551 -0.747 0.22
H 1.486 -1.000 0.550 0.19
S -3.017 0.136 0.062 -0.01
```